155
Properties=species:S:1:pos:R:3:forces:R:3 method="wB97M-V/def2-TZVPD" total_charge=+2 e_lumo_ev="-5.896 / -5.889" energy_ev=-298257.468 e_homo_ev="-12.1 / -12.1" spin_multiplicity=1
Fe 0.0802 0.1301 0.1552 1.3419 -1.3959 -2.8531
C 3.0000 -0.5127 2.0233 -0.0343 0.3096 -0.3464
N 2.1260 -1.4549 2.6714 -0.2075 -0.1064 0.0096
C 2.7747 -2.6746 3.0971 0.1752 -0.2940 0.1103
C 0.8143 -1.2129 2.8506 0.0026 0.5158 -0.3532
N 0.1868 -0.3812 2.0059 0.3301 -0.7410 0.6359
C -0.8027 0.5166 2.3856 -1.6241 0.7236 2.0029
C -0.8801 0.8516 3.7567 -0.3713 0.1295 0.0121
C -1.7767 1.7433 4.2913 -0.0821 0.0291 -0.1347
C -2.6578 2.4037 3.4437 0.0802 -0.0926 0.0355
C -2.5858 2.1468 2.0990 0.1909 -0.2038 0.2595
C -1.6989 1.2097 1.5086 -1.3585 0.6977 2.2539
N -1.7491 1.1420 0.1395 0.3804 0.2660 -0.3880
C -2.8587 1.3848 -0.5616 0.5778 -0.4988 0.4165
N -4.0999 0.9958 -0.1759 0.1858 0.1357 -0.1922
C -4.3518 -0.0576 0.7727 0.1043 -0.2516 0.1896
C -5.2910 1.7470 -0.5309 -0.2066 0.1686 0.0179
N -2.7690 1.9950 -1.7720 -0.0700 -0.1614 -0.1446
C -3.6339 1.6710 -2.8871 -0.0806 -0.0106 -0.1245
C -2.0019 3.2053 -1.9520 0.0704 0.3230 0.1067
N 0.2895 -1.7681 3.9984 0.2258 -0.1670 -0.0461
C 1.0886 -1.7839 5.2145 -0.0271 0.1276 0.1978
C -0.8556 -2.6429 4.1004 -0.2099 0.0426 -0.1905
H 4.0226 -0.7099 2.3371 0.0632 -0.0250 0.0254
H 2.7353 0.4920 2.3385 0.0880 -0.0704 0.0200
H 2.9251 -0.5908 0.9399 0.1205 -0.0011 0.0058
H 3.3999 -3.0324 2.2775 -0.0168 -0.0552 -0.0011
H 2.0473 -3.4454 3.3366 -0.0071 0.0120 0.0080
H 3.4231 -2.5070 3.9627 -0.0580 -0.0097 -0.0421
H -0.1949 0.3711 4.4360 0.0217 0.0593 -0.0124
H -1.7868 1.9248 5.3506 0.0249 0.0821 0.2413
H -3.3791 3.1082 3.8236 -0.0523 0.1485 0.0716
H -3.2370 2.6965 1.4342 0.0067 0.0714 -0.0491
H -3.4227 -0.5385 1.0527 -0.1593 0.1178 0.0539
H -5.0112 -0.8000 0.3180 -0.0570 -0.0322 0.0216
H -4.8322 0.3355 1.6718 0.0415 0.0058 0.0161
H -5.0349 2.7129 -0.9554 0.0312 -0.0026 -0.0116
H -5.8700 1.9221 0.3787 0.0137 0.0121 -0.0233
H -5.9242 1.2002 -1.2332 0.0130 0.0185 0.0082
H -4.1245 0.7162 -2.7243 -0.0467 -0.0617 -0.0014
H -3.0138 1.5978 -3.7822 -0.0560 -0.0125 -0.0374
H -4.3878 2.4395 -3.0719 -0.0427 -0.0142 0.0123
H -1.2552 3.2704 -1.1696 0.0330 0.0783 -0.0640
H -2.6576 4.0817 -1.8979 0.0409 0.0144 0.0012
H -1.5203 3.2081 -2.9282 -0.0325 0.0284 0.0236
H 1.8670 -1.0263 5.1714 0.0471 -0.0107 -0.0185
H 1.5415 -2.7548 5.4258 0.0146 -0.0307 -0.0376
H 0.4311 -1.5482 6.0540 -0.0062 0.0539 0.0007
H -1.5504 -2.5072 3.2832 -0.0430 0.0272 0.0484
H -1.3905 -2.4485 5.0293 -0.0337 0.0702 0.0129
H -0.5324 -3.6898 4.1120 -0.0431 -0.0288 -0.0023
Br -0.8691 0.5938 -6.3837 0.0914 -0.0915 0.7232
C -0.5677 0.4800 -4.5033 0.8122 1.4454 -0.1666
C 0.1871 1.4817 -3.8494 -0.8606 -1.1152 -0.8584
C 0.3208 1.3781 -2.4855 0.0624 0.0822 0.1058
N -0.1466 0.3849 -1.7421 -0.9693 -1.2649 -1.5769
C -0.8989 -0.5901 -2.3625 1.7440 2.8735 -2.1992
C -1.1253 -0.5200 -3.7593 -0.2340 -0.6932 1.2232
C -1.4806 -1.5658 -1.5326 -1.6708 -2.4392 2.4467
C -2.3295 -2.6111 -1.9793 0.8824 1.2660 -0.3287
C -2.9790 -3.3998 -1.0711 -0.4756 -0.5965 1.3517
Br -4.1230 -4.8111 -1.6451 0.4255 0.5106 0.1395
C -2.7981 -3.1728 0.3095 -0.1093 -0.1586 -1.4634
C -1.9115 -2.1798 0.6561 0.1658 -0.0017 0.4636
N -1.2563 -1.4120 -0.1945 0.1476 0.3416 -1.6256
H 0.6011 2.3046 -4.4053 0.0929 0.1829 -0.0089
H 0.8072 2.1696 -1.9405 -0.0439 0.0039 -0.1032
H -1.7644 -1.2416 -4.2384 -0.0484 -0.1432 -0.0687
H -2.4749 -2.7744 -3.0321 -0.0710 -0.0363 -0.1949
H -3.3313 -3.7478 1.0470 -0.0227 -0.0732 0.1238
H -1.7257 -1.9559 1.6939 0.0256 0.0388 -0.0740
O 1.4627 -1.3616 -0.5173 0.4002 0.0801 0.1829
P 1.6290 -2.6586 -1.2427 0.7309 -0.7055 -0.1242
N 3.1792 -3.2230 -0.9059 -1.0684 0.4475 -0.2710
C 4.3423 -2.3705 -0.6902 0.1529 0.4180 0.3276
C 5.4917 -2.9888 -1.5070 -0.0121 -0.0585 -0.0941
C 4.8292 -4.0747 -2.3582 -0.0086 -0.0560 0.1052
C 3.6245 -4.4696 -1.5121 0.0623 -0.2292 -0.1147
N 0.6014 -3.8365 -0.6713 0.3588 0.3539 -0.3230
C 0.0530 -5.0379 -1.3002 -0.2140 -0.2742 -0.2680
C -0.5646 -5.8167 -0.1427 0.1715 -0.0152 -0.0467
C 0.4122 -5.5464 0.9963 -0.0619 0.0789 -0.1516
C 0.8189 -4.0929 0.7590 0.0339 0.0708 0.5212
N 1.4093 -2.4653 -2.8836 0.0138 -0.1856 0.9603
C 2.2888 -1.4530 -3.4794 0.3256 0.4604 -0.0116
C 2.2302 -1.6890 -4.9865 0.0193 -0.1477 0.0923
C 1.8672 -3.1669 -5.0977 -0.0832 0.0616 0.0666
C 0.9271 -3.3757 -3.9131 -0.2010 -0.3649 -0.1564
H 4.5961 -2.3647 0.3748 0.0716 0.1382 -0.0557
H 4.1134 -1.3453 -0.9876 0.0979 0.0713 0.0705
H 6.2283 -3.4343 -0.8417 0.0475 0.0169 0.0363
H 6.0001 -2.2525 -2.1221 0.0765 0.0689 0.0246
H 5.4850 -4.9192 -2.5510 0.0680 -0.0254 -0.0645
H 4.5101 -3.6670 -3.3175 -0.0864 -0.0102 -0.0442
H 3.9288 -5.1669 -0.7228 -0.0587 -0.0978 -0.0928
H 2.8257 -4.9250 -2.0942 -0.0237 -0.1372 -0.0333
H 0.8334 -5.6566 -1.7573 -0.0678 0.0371 -0.0936
H -0.6886 -4.7729 -2.0533 0.0504 -0.0840 -0.0906
H -0.6576 -6.8736 -0.3778 -0.0696 -0.0429 -0.0291
H -1.5509 -5.4266 0.1008 -0.0376 -0.0281 -0.0234
H 1.2777 -6.2045 0.9144 0.0240 -0.0071 0.0089
H -0.0375 -5.6957 1.9754 0.0404 -0.0065 0.0747
H 1.8646 -3.9173 1.0114 -0.0997 0.0027 0.1005
H 0.1971 -3.4026 1.3358 0.0646 -0.0067 0.1508
H 3.3139 -1.5791 -3.1189 0.0472 0.0633 0.0102
H 1.9586 -0.4530 -3.1951 0.1176 -0.0377 -0.0330
H 3.1798 -1.4598 -5.4628 0.0243 0.0773 -0.0542
H 1.4606 -1.0723 -5.4453 -0.0523 0.0387 -0.0528
H 2.7573 -3.7878 -4.9868 -0.0110 -0.0336 0.0110
H 1.3900 -3.4135 -6.0426 0.0166 -0.0678 -0.0465
H 0.9166 -4.4095 -3.5803 -0.0365 -0.0017 -0.0348
H -0.0959 -3.0901 -4.1827 -0.0945 -0.1162 -0.1178
F 5.1219 5.0011 5.4304 0.1386 -0.0455 -0.1234
C 3.7886 5.1117 5.3355 0.0648 0.0148 0.1412
F 3.5093 6.4159 5.2342 -0.0751 0.1267 -0.1639
F 3.2785 4.6859 6.4951 -0.1817 -0.1630 0.0679
C 3.2651 4.3323 4.1533 -0.1102 -0.0864 0.0907
C 3.7248 4.6646 2.8829 -0.0839 -0.0721 0.0406
C 3.2954 3.9469 1.7849 0.0028 -0.0163 0.0920
C 2.4032 2.8837 1.9370 -0.1862 -0.4388 0.3403
C 1.9267 2.5880 3.2083 0.0315 -0.1204 -0.2441
C 2.3559 3.2999 4.3179 0.1562 0.2583 0.0677
P 1.7568 2.0226 0.4136 0.2822 0.9373 0.2319
C 1.0328 3.6331 -0.1167 -0.0800 -0.0764 -0.2591
C -0.0020 4.0771 0.7075 0.1042 -0.0429 -0.0997
C -0.6338 5.2768 0.4596 0.1716 0.0237 -0.1125
C -0.2380 6.0368 -0.6351 -0.0311 0.0681 -0.0069
C 0.8065 5.6198 -1.4477 -0.1591 0.1828 0.0514
C 1.4556 4.4267 -1.1755 -0.0692 -0.2342 0.1188
C -1.0303 7.2708 -0.9788 -0.3042 -0.0622 -0.1058
F -1.5859 7.8357 0.0951 0.0602 0.0194 0.2333
F -0.3179 8.1988 -1.6089 0.2677 0.0560 -0.1073
F -2.0539 6.9316 -1.7988 -0.0147 -0.0730 -0.1102
C 3.3664 1.8368 -0.4809 -0.0670 -0.2478 0.0449
C 4.5189 1.6327 0.2832 -0.1464 0.0250 0.0036
C 5.7339 1.3384 -0.3017 0.1394 -0.0929 -0.2692
C 5.8284 1.2368 -1.6810 -0.0323 -0.0225 0.0874
C 4.7044 1.4566 -2.4640 0.1126 -0.0061 0.0757
C 3.4880 1.7454 -1.8690 0.1107 -0.0051 0.0557
C 7.1305 0.8563 -2.3395 0.0916 -0.1994 -0.0975
F 7.6482 1.8475 -3.0668 -0.0724 0.1890 -0.0295
F 6.9461 -0.1869 -3.1769 -0.1446 -0.0285 -0.1158
F 8.0543 0.4730 -1.4553 0.0234 0.0649 0.2030
H 4.4138 5.4854 2.7600 0.1079 0.0842 -0.0292
H 3.6676 4.2103 0.8066 0.0154 0.0771 -0.0938
H 1.2005 1.8014 3.3432 0.0288 -0.0358 -0.0187
H 1.9815 3.0523 5.3011 0.0049 0.0194 0.0309
H -0.3064 3.4741 1.5500 -0.0928 -0.0309 0.1307
H -1.4270 5.6189 1.1045 -0.1125 0.0594 0.0656
H 1.1218 6.2222 -2.2865 -0.0037 0.1126 -0.0327
H 2.2924 4.1240 -1.7887 0.0640 -0.0123 -0.0833
H 4.4893 1.7186 1.3574 -0.0538 -0.0400 0.0692
H 6.6047 1.1817 0.3143 0.1006 -0.0189 0.0602
H 4.7766 1.3965 -3.5392 0.0059 -0.0140 -0.1332
H 2.6469 1.8992 -2.5214 -0.0359 -0.0016 -0.0372